# C16H32FN2O2S

A cluster of 2 separate species, C16H32FN2O2S in total at a distorted geometry (ωB97M-V with the def2-TZVPD basis set, OMol25).

```
54
Properties=species:S:1:pos:R:3:forces:R:3
C 0.570050 -1.290528 0.374144 0.3 -0.1 -0.4
C 1.036819 0.149654 -0.007788 0.2 -0.9 -0.6
S 0.214574 1.476968 0.941171 -0.3 0.1 0.4
C -0.743674 2.565802 -0.195292 0.3 -0.7 -1.0
C -1.265670 1.762591 -1.386934 0.8 1.8 2.5
N -0.937652 2.134395 -2.611790 -0.8 -1.5 -1.7
C -1.505960 1.209023 -3.507245 -0.5 -0.5 1.5
C -2.177610 0.312003 -2.716758 -0.8 -0.8 -1.3
C -2.932109 -0.904916 -3.281331 1.7 -0.2 0.8
C -1.885681 -1.805739 -4.035760 0.1 -0.2 0.2
C -1.192962 -2.846003 -3.098868 -0.1 0.3 -0.8
O -0.709766 -3.902489 -3.929261 0.4 0.6 0.5
C 0.710118 -3.805357 -4.092030 0.0 -0.6 0.1
N -2.036245 0.663794 -1.356305 1.0 1.0 -2.1
C -2.598858 -0.008641 -0.183219 -1.6 -0.6 0.2
C -4.150653 0.152456 -0.090982 0.9 0.7 0.7
F -4.824048 -0.800463 -0.829805 0.2 0.4 0.2
H 1.444447 -1.956099 0.221064 -0.5 0.3 0.2
H 0.232685 -1.387778 1.418398 0.2 0.1 -0.4
H -0.207832 -1.682579 -0.311926 0.2 0.4 0.5
H 0.932673 0.239338 -1.107470 0.0 0.4 0.5
H 2.124331 0.208854 0.189798 -0.6 0.3 0.1
H -1.578607 3.071814 0.323510 0.5 -0.5 0.1
H -0.047979 3.345683 -0.560873 -0.6 -0.3 0.0
H -0.364115 2.903368 -2.932807 0.0 0.0 0.6
H -1.438348 1.187398 -4.593387 0.2 0.4 0.5
H -3.261926 -1.508850 -2.415615 -0.4 0.4 -0.6
H -3.766429 -0.594161 -3.926156 0.3 -0.1 0.4
H -2.345173 -2.376466 -4.860740 0.0 0.2 0.5
H -1.069161 -1.204780 -4.484238 -0.6 -0.2 0.1
H -1.904477 -3.229335 -2.341033 0.3 0.0 -0.4
H -0.324265 -2.376916 -2.589227 -0.6 -0.2 0.1
H 1.196149 -4.187378 -3.171374 0.0 0.3 -0.4
H 1.035130 -2.765059 -4.287435 -0.1 -0.4 0.0
H 0.998082 -4.460804 -4.932177 -0.2 0.4 0.4
H -2.384881 -1.092432 -0.252798 0.1 0.6 0.1
H -2.199168 0.386270 0.765896 0.3 0.0 -0.8
H -4.400254 0.060955 0.984809 -0.1 -0.3 -0.6
H -4.426653 1.182644 -0.399034 -0.1 -0.7 -0.1
C 2.740462 0.427053 6.185165 -0.1 0.2 0.0
C 3.412242 0.174782 4.846702 0.0 -0.1 0.2
O 2.660332 0.644330 3.737306 -0.1 -0.1 -0.3
C 2.415769 2.040555 3.693574 0.1 0.1 0.0
C 3.679968 2.878449 3.603443 0.1 -0.1 0.2
H 1.714416 0.055031 6.177351 0.0 -0.1 0.0
H 3.290518 -0.068660 6.985634 0.0 0.0 0.0
H 2.701082 1.492485 6.420181 0.0 0.0 0.1
H 3.521328 -0.900987 4.702912 -0.1 0.0 -0.2
H 4.422403 0.596436 4.829269 0.0 0.0 0.0
H 1.800134 2.349620 4.545697 0.1 0.0 0.1
H 1.814502 2.207328 2.799184 0.1 -0.1 0.1
H 4.265358 2.821371 4.522812 0.0 0.1 0.0
H 3.430150 3.926913 3.433529 0.0 0.0 0.0
H 4.316432 2.529056 2.788109 -0.1 0.0 0.0
```
Positions in Å, forces in eV/Å.

Results
Maximum force: 3.201 eV Å⁻¹
HOMO level: -11.62 eV
Charge: +1
E_LUMO: -2.64 eV
Spin multiplicity: 1
HOMO-LUMO gap: 8.97 eV

Löwdin charges, unit e, in atom order: atom 1 (C): -0.145, atom 2 (C): -0.484, atom 3 (S): 0.911, atom 4 (C): -0.337, atom 5 (C): -0.304, atom 6 (N): 0.158, atom 7 (C): 0.028, atom 8 (C): -0.151, atom 9 (C): -0.082, atom 10 (C): -0.142, atom 11 (C): -0.231, atom 12 (O): -0.194, atom 13 (C): -0.097, atom 14 (N): 0.067, atom 15 (C): -0.085, atom 16 (C): -0.156, atom 17 (F): -0.029, atom 18 (H): 0.085, atom 19 (H): 0.079, atom 20 (H): 0.037, atom 21 (H): 0.077, atom 22 (H): 0.079, atom 23 (H): 0.103, atom 24 (H): 0.087, atom 25 (H): 0.186, atom 26 (H): 0.148, atom 27 (H): 0.093, atom 28 (H): 0.131, atom 29 (H): 0.126, atom 30 (H): 0.103, atom 31 (H): 0.128, atom 32 (H): 0.102, atom 33 (H): 0.094, atom 34 (H): 0.088, atom 35 (H): 0.098, atom 36 (H): 0.133, atom 37 (H): 0.104, atom 38 (H): 0.132, atom 39 (H): 0.135, atom 40 (C): -0.077, atom 41 (C): -0.276, atom 42 (O): -0.179, atom 43 (C): -0.301, atom 44 (C): -0.073, atom 45 (H): 0.082, atom 46 (H): 0.080, atom 47 (H): 0.068, atom 48 (H): 0.118, atom 49 (H): 0.110, atom 50 (H): 0.112, atom 51 (H): 0.031, atom 52 (H): 0.070, atom 53 (H): 0.078, atom 54 (H): 0.082

# C36H48N2O3PPdS3

A structure of composition C36H48N2O3PPdS3 at a distorted geometry (ωB97M-V with the def2-TZVPD basis set, OMol25).

```
94
Properties=species:S:1:pos:R:3:forces:R:3
Pd 0.813325 0.254762 1.666089 1.5 -0.3 0.3
S 0.904561 0.139915 3.965790 0.1 0.0 -0.8
C 2.622202 0.175898 4.359868 -0.3 0.0 0.3
C 3.022585 0.109918 5.695871 0.0 0.0 0.1
C 4.362601 0.144629 6.046287 0.0 0.0 -0.1
C 5.329370 0.242878 5.048119 -0.1 0.0 0.0
C 4.935372 0.307311 3.722086 0.0 0.0 0.0
C 3.584144 0.277555 3.366229 0.2 0.0 -0.2
S 3.109070 0.364152 1.680067 -0.4 0.1 0.0
H 2.257416 0.029623 6.460758 0.0 0.0 0.0
H 4.652044 0.093455 7.088786 0.0 0.0 0.0
H 6.381943 0.267823 5.303017 0.0 0.0 0.0
H 5.674106 0.380415 2.931319 0.0 0.0 0.0
C -3.922460 -3.674851 6.642628 0.0 0.0 0.0
C -3.502854 -3.184998 5.280833 0.0 0.0 0.0
C -4.385947 -3.209501 4.208515 0.0 0.0 0.0
C -3.983404 -2.796852 2.943531 0.0 0.0 0.1
C -2.683866 -2.357687 2.753499 0.0 -0.1 0.1
C -1.787014 -2.313099 3.814824 -0.1 0.0 0.0
C -2.205497 -2.719478 5.068697 0.0 0.0 0.0
S -2.116774 -1.916081 1.130455 0.2 0.0 -0.1
O -3.307025 -1.751994 0.317312 -0.1 -0.1 -0.1
O -1.187536 -2.942011 0.729665 0.0 -0.1 0.0
N -1.300839 -0.569312 1.288190 -0.4 0.6 0.4
C -1.949129 0.614555 1.571111 -0.5 -0.1 -0.2
C -3.330256 0.792766 1.803438 -0.1 -0.1 0.0
C -3.808282 2.056778 2.063151 0.0 0.1 0.0
C -2.934940 3.141799 2.099631 0.0 0.0 0.0
C -1.598766 2.875200 1.876423 0.1 0.0 0.0
N -1.117499 1.663822 1.620678 -0.5 0.2 0.2
H -5.007626 -3.742788 6.722181 0.0 0.0 0.0
H -3.559671 -3.011403 7.428728 0.0 0.0 0.0
H -3.510515 -4.667930 6.836815 0.0 0.0 0.0
H -5.402737 -3.554253 4.362615 0.0 0.0 0.0
H -4.664464 -2.809412 2.103087 0.0 0.0 0.0
H -0.779000 -1.947404 3.660867 0.0 0.0 0.0
H -1.509921 -2.671633 5.899411 0.0 0.0 0.0
H -4.002744 -0.051790 1.756710 0.0 0.1 0.0
H -4.868546 2.202311 2.235975 0.0 0.0 0.0
H -3.276895 4.149001 2.293655 0.0 0.0 0.0
H -0.860427 3.671641 1.895169 0.0 0.0 0.0
O 0.748150 0.670343 -0.461777 0.4 0.0 0.2
P 0.768190 0.351590 -1.921076 -0.3 -0.2 0.1
C 1.652819 -1.169470 -2.349582 0.2 0.0 0.2
C 1.100596 -2.373206 -1.538319 0.0 0.0 0.0
C 1.972989 -2.681741 -0.326469 0.0 0.0 -0.1
C 3.386576 -3.098859 -0.746956 0.0 0.0 0.0
C 3.860979 -2.331577 -1.994693 0.0 0.0 0.0
C 3.165571 -0.977238 -2.100725 0.0 -0.1 0.0
C 1.648929 1.692182 -2.770626 -0.1 0.1 0.0
C 1.069589 3.062968 -2.384815 0.1 0.0 -0.1
C 1.868188 4.155250 -3.090414 0.0 0.0 0.0
C 1.743780 4.046358 -4.627073 0.0 0.0 0.0
C 1.211168 2.681022 -5.075721 0.1 0.0 0.0
C 1.860599 1.537174 -4.298786 0.0 0.1 0.1
C -0.948479 0.104257 -2.466552 0.0 0.1 0.0
C -1.904583 1.177150 -1.870592 0.0 0.0 -0.1
C -2.555120 2.016662 -2.966772 0.0 -0.1 0.0
C -3.385256 1.143204 -3.914813 0.0 0.0 0.0
C -2.682413 -0.192675 -4.231813 0.0 0.0 0.0
C -1.179236 -0.109341 -3.968632 -0.1 -0.1 0.1
H 1.486080 -1.347149 -3.417510 0.0 0.0 0.0
H 1.059945 -3.252278 -2.190142 0.0 0.0 0.0
H 0.084104 -2.197784 -1.190425 0.0 0.0 0.0
H 1.495945 -3.464391 0.265624 0.0 0.0 0.0
H 2.014958 -1.800838 0.318015 0.0 -0.1 0.0
H 3.409097 -4.172720 -0.955396 0.0 0.0 0.0
H 4.072583 -2.917726 0.083155 0.0 0.0 0.0
H 3.643609 -2.909273 -2.899971 0.0 0.0 0.0
H 4.943031 -2.186913 -1.965296 0.0 0.0 0.0
H 3.606479 -0.391173 -2.910635 0.0 0.0 0.0
H 3.323158 -0.426271 -1.166849 0.0 0.0 0.0
H 2.618836 1.629747 -2.264610 0.0 0.0 0.0
H 1.123563 3.172605 -1.301954 0.0 0.0 0.0
H 0.016895 3.142212 -2.662154 0.0 0.0 0.0
H 2.915736 4.056180 -2.791861 0.0 0.0 0.0
H 1.539079 5.140229 -2.755315 0.0 0.0 0.0
H 2.719603 4.218247 -5.088595 0.0 0.0 0.0
H 1.078371 4.825378 -5.005930 0.0 0.0 0.0
H 1.387367 2.549073 -6.145667 0.0 0.0 0.0
H 0.127685 2.646474 -4.932999 0.0 0.0 0.0
H 2.932358 1.529466 -4.516499 0.0 0.0 0.0
H 1.471046 0.583156 -4.657435 0.0 0.0 0.0
H -1.176248 -0.840427 -1.959531 -0.1 0.0 0.0
H -1.375733 1.804238 -1.152092 0.0 0.0 0.0
H -2.687660 0.672294 -1.298791 0.0 0.0 0.0
H -1.785970 2.543597 -3.539610 0.0 0.0 0.0
H -3.187651 2.785162 -2.517827 0.0 0.0 0.0
H -3.581980 1.693549 -4.838628 0.0 0.0 0.0
H -4.355056 0.939582 -3.455320 0.0 0.0 0.0
H -2.869726 -0.483059 -5.267824 0.0 0.0 0.0
H -3.091631 -0.986257 -3.600955 0.0 0.0 0.0
H -0.754569 0.707192 -4.556093 0.0 0.0 0.0
H -0.690471 -1.029896 -4.296735 0.0 0.0 0.0
```
Positions in Å, forces in eV/Å.

Results
Maximum force: 1.589 eV Å⁻¹
HOMO level: -3.71 eV
Charge: -1
E_LUMO: 2.38 eV
Spin multiplicity: 1
HOMO-LUMO gap: 6.09 eV

Löwdin charges, unit e, in atom order: atom 1 (Pd): 0.411, atom 2 (S): 0.596, atom 3 (C): -0.706, atom 4 (C): -0.149, atom 5 (C): -0.130, atom 6 (C): -0.131, atom 7 (C): -0.148, atom 8 (C): -0.713, atom 9 (S): 0.589, atom 10 (H): 0.090, atom 11 (H): 0.085, atom 12 (H): 0.085, atom 13 (H): 0.089, atom 14 (C): -0.061, atom 15 (C): -0.282, atom 16 (C): -0.050, atom 17 (C): -0.060, atom 18 (C): -0.278, atom 19 (C): -0.055, atom 20 (C): -0.033, atom 21 (S): 0.551, atom 22 (O): -0.339, atom 23 (O): -0.309, atom 24 (N): -0.170, atom 25 (C): -0.424, atom 26 (C): -0.025, atom 27 (C): -0.087, atom 28 (C): -0.100, atom 29 (C): -0.152, atom 30 (N): 0.040, atom 31 (H): 0.068, atom 32 (H): 0.075, atom 33 (H): 0.079, atom 34 (H): 0.104, atom 35 (H): 0.107, atom 36 (H): 0.048, atom 37 (H): 0.115, atom 38 (H): 0.088, atom 39 (H): 0.099, atom 40 (H): 0.086, atom 41 (H): 0.107, atom 42 (O): -0.414, atom 43 (P): 0.797, atom 44 (C): -0.337, atom 45 (C): -0.176, atom 46 (C): -0.205, atom 47 (C): -0.189, atom 48 (C): -0.194, atom 49 (C): -0.203, atom 50 (C): -0.329, atom 51 (C): -0.190, atom 52 (C): -0.182, atom 53 (C): -0.191, atom 54 (C): -0.209, atom 55 (C): -0.178, atom 56 (C): -0.313, atom 57 (C): -0.167, atom 58 (C): -0.200, atom 59 (C): -0.190, atom 60 (C): -0.183, atom 61 (C): -0.190, atom 62 (H): 0.109, atom 63 (H): 0.120, atom 64 (H): 0.069, atom 65 (H): 0.111, atom 66 (H): 0.041, atom 67 (H): 0.101, atom 68 (H): 0.105, atom 69 (H): 0.107, atom 70 (H): 0.103, atom 71 (H): 0.102, atom 72 (H): 0.083, atom 73 (H): 0.117, atom 74 (H): 0.119, atom 75 (H): 0.095, atom 76 (H): 0.112, atom 77 (H): 0.105, atom 78 (H): 0.103, atom 79 (H): 0.102, atom 80 (H): 0.110, atom 81 (H): 0.089, atom 82 (H): 0.115, atom 83 (H): 0.089, atom 84 (H): 0.109, atom 85 (H): 0.090, atom 86 (H): 0.114, atom 87 (H): 0.083, atom 88 (H): 0.112, atom 89 (H): 0.101, atom 90 (H): 0.106, atom 91 (H): 0.103, atom 92 (H): 0.116, atom 93 (H): 0.089, atom 94 (H): 0.111

# C4H7NO

An isolated molecule of C4H7NO (ωB97M-V with the def2-TZVPD basis set, OMol25).

```
13
Properties=species:S:1:pos:R:3:forces:R:3
C -1.829499 -0.187633 0.124998 -0.1 0.0 0.0
C -0.405940 -0.488444 -0.335640 0.0 -0.1 0.0
C 0.577225 0.606706 0.089762 0.0 0.0 0.0
C 1.980971 0.148893 0.038303 0.1 -0.4 -0.1
N 2.700359 -0.854482 -0.185370 -0.3 0.4 0.1
O 3.134753 0.723685 0.281738 0.0 0.1 0.0
H -2.519831 -0.973519 -0.196127 0.1 0.1 0.0
H -1.879155 -0.126894 1.218522 0.0 0.0 -0.2
H -2.192747 0.763838 -0.280056 0.1 -0.1 0.0
H -0.373748 -0.599159 -1.425751 0.0 0.0 0.2
H -0.077468 -1.447255 0.083687 -0.1 0.1 0.0
H 0.494117 1.503657 -0.536742 0.0 -0.1 0.1
H 0.390969 0.930609 1.122680 0.0 -0.1 -0.1
```
Positions in Å, forces in eV/Å.

Results
Maximum force: 0.489 eV Å⁻¹
HOMO level: -9.70 eV
Charge: 0
E_LUMO: 0.48 eV
Spin multiplicity: 1
Relative energy (zero: lowest compared OMol25 entry of this formula, charge and spin): 86.7 kcal per mole
SMILES: CCCC1=NO1
HOMO-LUMO gap: 10.17 eV

Löwdin charges, unit e, in atom order: atom 1 (C): -0.114, atom 2 (C): -0.258, atom 3 (C): -0.120, atom 4 (C): -0.541, atom 5 (N): 0.277, atom 6 (O): 0.032, atom 7 (H): 0.073, atom 8 (H): 0.076, atom 9 (H): 0.076, atom 10 (H): 0.116, atom 11 (H): 0.114, atom 12 (H): 0.136, atom 13 (H): 0.135